1.
Entry from OMol25: a molecular structure, C16H31F3O3P2PbS at a distorted geometry (wB97M-V/def2-TZVPD).

**Spin multiplicity**: 1
**LUMO**: -0.6 eV
**DFT total energy**: -2427.1893 a.u.
**HOMO**: -7.716 eV
**Frontier orbital gap**: 0.262 Ha

Each line ends with the Mulliken charge.
Geometry (Å):
1 P 1.44 0.13 -3.00  1.61
2 P -0.85 -1.90 -2.13  1.68
3 C 1.23 -1.41 -4.03  -1.34
4 C -0.17 -2.03 -3.88  -1.27
5 H 2.02 -2.12 -3.74  0.40
6 H 1.41 -1.14 -5.08  0.56
7 H -0.89 -1.55 -4.55  0.41
8 H -0.14 -3.10 -4.14  0.52
9 C 0.00 -3.40 -1.47  -1.50
10 H -0.39 -3.60 -0.46  0.34
11 H 1.08 -3.25 -1.40  0.32
12 H -0.21 -4.26 -2.13  0.52
13 C -2.53 -2.59 -2.38  -1.37
14 H -2.46 -3.60 -2.82  0.40
15 H -3.09 -1.92 -3.04  0.38
16 H -3.02 -2.63 -1.40  0.36
17 C 3.22 0.47 -3.27  -1.44
18 H 3.49 1.35 -2.68  0.37
19 H 3.42 0.65 -4.34  0.42
20 H 3.82 -0.38 -2.92  0.37
21 C 0.71 1.32 -4.19  -1.65
22 H -0.37 1.15 -4.28  0.38
23 H 1.19 1.20 -5.17  0.49
24 H 0.88 2.33 -3.82  0.36
25 Pb -1.87 2.89 3.45  0.95
26 C -1.37 -0.67 0.69  -0.45
27 C -0.22 -1.22 1.13  -0.49
28 C 1.12 -1.18 0.48  0.50
29 C 2.09 -0.09 0.91  -0.85
30 C 1.80 1.29 0.45  -0.81
31 C 0.87 1.73 -0.42  -0.23
32 C -0.31 1.00 -0.97  0.21
33 C -1.53 0.64 -0.06  -0.54
34 C -0.11 4.06 4.07  -1.38
35 H -2.31 -0.99 1.19  0.44
36 H -0.26 -1.81 2.05  0.38
37 H 1.01 -1.11 -0.60  -0.83
38 H 1.58 -2.16 0.65  0.67
39 H 2.18 -0.12 2.00  0.48
40 H 3.09 -0.37 0.55  0.43
41 H 2.44 2.05 0.90  0.45
42 H 0.86 2.80 -0.67  0.38
43 H -0.01 -0.01 -1.32  -1.95
44 H -0.72 1.55 -1.84  0.50
45 H -1.79 1.49 0.60  -0.03
46 H -2.42 0.53 -0.70  0.39
47 H -0.44 4.86 4.74  0.38
48 H 0.32 4.49 3.15  0.43
49 H 0.64 3.43 4.57  0.35
50 F -1.56 -0.64 7.50  -0.20
51 C -2.29 0.26 6.82  0.60
52 F -3.00 -0.39 5.86  -0.22
53 F -3.16 0.84 7.67  -0.22
54 S -1.23 1.59 6.01  1.15
55 O -0.15 1.81 6.93  -0.57
56 O -0.84 1.02 4.68  -0.55
57 O -2.20 2.72 5.82  -0.70

***

2.
Entry from OMol25: a molecular structure, C16H31F3P2Ru at a distorted geometry (wB97M-V/def2-TZVPD).

**Spin multiplicity**: 5
**LUMO (spin up / spin down)**: -6.6 / -9.9 eV
**Charge**: +2
**DFT total energy**: -1704.6323 a.u.
**HOMO (spin up / spin down)**: -15.497 / -15.761 eV
**Frontier orbital gap (spin up / spin down)**: 0.326 / 0.217 Ha

Each line ends with the Mulliken charge.
Geometry (Å):
1 P 0.16 -1.49 -2.59  0.83
2 P 0.05 1.61 -2.49  0.80
3 C -0.21 -0.60 -4.21  -1.07
4 C 0.30 0.83 -4.18  -1.09
5 H -1.30 -0.63 -4.36  0.49
6 H 0.27 -1.17 -5.02  0.53
7 H 1.38 0.87 -4.40  0.49
8 H -0.24 1.45 -4.91  0.54
9 C -1.54 2.44 -2.91  -1.39
10 H -1.77 3.17 -2.13  0.40
11 H -2.35 1.71 -2.98  0.37
12 H -1.42 2.95 -3.88  0.48
13 C 1.16 3.04 -2.80  -1.32
14 H 0.89 3.51 -3.75  0.43
15 H 2.20 2.70 -2.83  0.41
16 H 1.04 3.76 -1.97  0.41
17 C -0.96 -2.91 -2.92  -1.27
18 H -0.77 -3.68 -2.16  0.42
19 H -0.75 -3.31 -3.92  0.41
20 H -2.00 -2.58 -2.85  0.39
21 C 1.72 -2.28 -3.19  -1.36
22 H 2.51 -1.53 -3.26  0.37
23 H 1.53 -2.72 -4.17  0.45
24 H 2.01 -3.05 -2.47  0.41
25 Ru -0.03 -0.08 3.74  0.48
26 C 0.68 1.38 2.33  -0.54
27 C -0.73 1.33 2.28  -0.26
28 C -1.52 0.64 1.19  -0.17
29 C -1.84 -0.83 1.49  -0.86
30 C -0.85 -1.49 2.41  -0.27
31 C 0.56 -1.43 2.26  -0.19
32 C 1.25 -0.76 1.09  -0.19
33 C 1.61 0.70 1.36  -0.71
34 C 0.13 -1.60 5.11  -1.16
35 H 1.13 2.24 2.85  0.70
36 H -1.27 2.15 2.75  0.65
37 H -1.01 0.75 0.22  -0.56
38 H -2.47 1.18 1.09  0.63
39 H -2.82 -0.88 1.99  0.49
40 H -1.96 -1.39 0.55  0.28
41 H -1.25 -2.35 2.95  0.59
42 H 1.14 -2.24 2.72  0.43
43 H 0.64 -0.85 0.18  -0.73
44 H 2.18 -1.31 0.90  0.67
45 H 2.62 0.75 1.80  0.51
46 H 1.70 1.26 0.42  0.17
47 H 0.87 -1.34 5.89  0.34
48 H 0.41 -2.56 4.65  0.38
49 H -0.86 -1.71 5.59  0.38
50 F -0.33 2.63 4.95  -0.23
51 C -0.06 1.34 5.35  0.56
52 F 1.17 1.38 5.97  -0.25
53 F -0.99 1.02 6.29  -0.26

***

3.
Entry from OMol25: a molecular structure, C16H31F3P2Sn at a distorted geometry (wB97M-V/def2-TZVPD).

**Spin multiplicity**: 1
**LUMO**: -0.9 eV
**DFT total energy**: -1824.7257 a.u.
**HOMO**: -8.056 eV
**Frontier orbital gap**: 0.264 Ha

Each line ends with the Mulliken charge.
Geometry (Å):
1 P 0.19 -1.45 -2.48  1.20
2 P 0.13 1.59 -2.36  0.96
3 C -0.17 -0.59 -4.08  -1.23
4 C 0.35 0.85 -4.05  -1.22
5 H -1.25 -0.60 -4.24  0.45
6 H 0.27 -1.17 -4.91  0.49
7 H 1.42 0.86 -4.30  0.45
8 H -0.15 1.46 -4.82  0.49
9 C -1.48 2.41 -2.81  -1.51
10 H -1.75 3.14 -2.04  0.38
11 H -2.27 1.65 -2.85  0.35
12 H -1.41 2.91 -3.78  0.45
13 C 1.22 3.05 -2.72  -1.42
14 H 0.94 3.54 -3.67  0.40
15 H 2.26 2.71 -2.78  0.38
16 H 1.14 3.78 -1.90  0.39
17 C -0.92 -2.89 -2.83  -1.43
18 H -0.78 -3.66 -2.07  0.40
19 H -0.71 -3.31 -3.83  0.38
20 H -1.96 -2.55 -2.80  0.37
21 C 1.76 -2.23 -3.07  -1.49
22 H 2.54 -1.46 -3.12  0.35
23 H 1.61 -2.66 -4.07  0.43
24 H 2.08 -3.01 -2.38  0.38
25 Sn 1.35 0.05 5.22  0.65
26 C 0.58 1.46 1.90  -0.68
27 C -0.75 1.41 1.80  -0.41
28 C -1.50 0.62 0.81  0.56
29 C -1.88 -0.80 1.31  -0.85
30 C -0.80 -1.68 1.83  -0.41
31 C 0.52 -1.61 1.58  -0.68
32 C 1.19 -0.70 0.61  1.38
33 C 1.60 0.70 1.12  -0.82
34 C 0.30 -1.85 5.75  -1.25
35 H 1.01 2.16 2.63  0.76
36 H -1.35 1.94 2.55  0.32
37 H -0.96 0.59 -0.14  -1.09
38 H -2.45 1.15 0.62  0.56
39 H -2.62 -0.67 2.12  0.41
40 H -2.40 -1.33 0.49  0.35
41 H -1.15 -2.48 2.49  0.47
42 H 1.21 -2.27 2.12  0.39
43 H 0.56 -0.62 -0.30  -1.88
44 H 2.13 -1.20 0.30  0.65
45 H 2.47 0.57 1.79  0.34
46 H 1.97 1.28 0.26  0.25
47 H 0.75 -2.28 6.68  0.38
48 H 0.41 -2.61 4.96  0.30
49 H -0.78 -1.68 5.88  0.32
50 F -0.88 1.11 6.90  -0.27
51 C -0.33 1.64 5.74  0.31
52 F -1.40 1.87 4.89  -0.23
53 F 0.19 2.87 6.09  -0.26

***

4.
Entry from OMol25: a molecular structure, C16H31MoNP2S at a distorted geometry (wB97M-V/def2-TZVPD).

**Spin multiplicity**: 3
**LUMO (spin up / spin down)**: -9.3 / -9.5 eV
**Charge**: +2
**DFT total energy**: -1831.2164 a.u.
**HOMO (spin up / spin down)**: -14.799 / -14.873 eV
**Frontier orbital gap (spin up / spin down)**: 0.203 / 0.199 Ha

Each line ends with the Mulliken charge.
Geometry (Å):
1 P 0.16 1.82 -1.88  1.17
2 P 2.34 -0.33 1.90  0.60
3 C -0.64 0.91 1.54  -0.91
4 C 0.44 0.18 2.38  -1.23
5 H -1.70 0.60 1.77  0.63
6 H -0.52 1.99 1.65  0.61
7 H 0.79 0.91 3.13  0.67
8 H 0.02 -0.72 2.85  0.50
9 C 2.69 -2.15 2.10  -1.37
10 H 3.79 -2.25 2.24  0.47
11 H 2.43 -2.74 1.22  0.38
12 H 2.21 -2.56 3.00  0.44
13 C 3.19 0.04 3.49  -1.31
14 H 3.25 -0.85 4.14  0.42
15 H 2.67 0.85 4.01  0.43
16 H 4.20 0.40 3.26  0.42
17 C -0.43 1.73 -3.61  -1.59
18 H 0.03 2.54 -4.19  0.45
19 H -1.52 1.83 -3.65  0.42
20 H -0.14 0.76 -4.05  0.53
21 C -0.40 3.50 -1.39  -1.20
22 H -0.62 3.51 -0.32  0.36
23 H -1.31 3.77 -1.94  0.39
24 H 0.37 4.26 -1.59  0.39
25 Mo -0.77 -0.24 -0.23  0.00
26 C -1.68 -1.70 1.00  -0.14
27 C -0.51 -2.23 0.33  -0.45
28 C -0.62 -3.09 -0.89  -0.97
29 C -1.59 -2.42 -1.91  -0.72
30 C -1.48 -0.93 -1.98  0.07
31 C -2.45 -0.01 -1.40  -0.43
32 C -3.49 -0.42 -0.41  -0.98
33 C -3.10 -1.64 0.51  -1.13
34 C 1.98 1.80 -2.03  -1.37
35 H -1.61 -1.57 2.08  0.82
36 H 0.38 -2.40 0.95  0.39
37 H -0.93 -4.12 -0.62  0.38
38 H 0.37 -3.24 -1.34  0.47
39 H -1.36 -2.83 -2.90  0.50
40 H -2.62 -2.71 -1.68  0.24
41 H -0.90 -0.57 -2.84  0.31
42 H -2.58 0.97 -1.87  0.46
43 H -4.43 -0.61 -0.95  0.50
44 H -3.76 0.43 0.26  0.46
45 H -3.71 -1.50 1.43  0.40
46 H -3.46 -2.57 0.04  0.34
47 H 2.46 2.73 -1.70  0.36
48 H 2.26 1.65 -3.09  0.46
49 H 2.34 0.96 -1.44  0.38
50 S 1.98 2.63 0.98  -0.06
51 C 3.46 2.78 1.59  0.41
52 N 4.55 2.82 2.05  -0.37